Computed, not measured: a molecular structure, C35H35CaN7OS2, with ωB97M-V with the def2-TZVPD basis set.

As for the LUMO energy: 3.598 eV. Its charge is -2.

Each line ends with the Löwdin charge.
Positions of all 81 atoms, in Å:
Ca1 -1.6699 -0.1495 -0.0040  0.977
C1 2.6474 -0.3981 -0.4780  -0.021
C2 1.2732 0.1481 -0.7979  -0.253
N1 0.4690 0.4926 0.1547  -0.092
N2 0.9936 0.4932 1.4317  -0.110
C3 0.2529 0.4185 2.4838  -1.184
S1 -1.3890 0.1281 2.7988  0.421
S2 1.2045 0.6439 4.0053  0.812
C4 2.6103 1.6644 3.3920  -0.428
C5 2.1271 3.0434 3.0853  -0.296
C6 1.8675 3.9584 4.1085  -0.062
C7 1.2958 5.1881 3.8345  -0.109
C8 0.9745 5.5386 2.5283  -0.123
C9 1.2560 4.6474 1.5003  -0.108
C10 1.8207 3.4112 1.7759  -0.047
C11 0.9075 0.2968 -2.2171  -0.092
C12 1.9500 0.3256 -3.1532  -0.064
C13 1.7504 0.4742 -4.5110  -0.137
C14 0.4445 0.5564 -4.9915  -0.134
C15 -0.6101 0.5045 -4.1137  -0.043
C16 -0.4453 0.3972 -2.7018  -0.379
O1 -1.4876 0.3906 -1.9555  -0.291
H1 2.6631 -0.7394 0.5529  0.067
H2 3.4184 0.3680 -0.6048  0.079
H3 2.8707 -1.2425 -1.1298  0.074
H4 2.9800 1.1466 2.5097  0.063
H5 3.3473 1.6378 4.1947  0.067
H6 2.0958 3.6810 5.1310  0.107
H7 1.0867 5.8806 4.6420  0.090
H8 0.5117 6.4947 2.3143  0.085
H9 1.0383 4.9254 0.4739  0.096
H10 2.0176 2.7108 0.9731  0.104
H11 2.9704 0.2423 -2.8044  0.094
H12 2.5998 0.5112 -5.1824  0.078
H13 0.2643 0.6569 -6.0575  0.083
H14 -1.6313 0.5450 -4.4769  0.094
C17 -6.8911 2.2721 0.6033  -0.088
N3 -6.0862 1.5635 -0.3843  -0.188
C18 -6.6461 0.2585 -0.6947  -0.095
C19 -4.6981 1.5196 -0.0478  -0.434
N4 -4.0500 0.5044 0.3310  0.126
N5 -4.1319 2.7739 -0.1748  0.132
C20 -2.7949 3.1067 0.0537  -0.485
N6 -2.5811 4.4919 -0.0881  0.119
N7 -1.9235 2.2486 0.3345  0.093
H15 -7.9017 2.4051 0.2139  0.079
H16 -6.4657 3.2529 0.8075  0.074
H17 -6.9561 1.7243 1.5544  0.092
H18 -7.6215 0.4029 -1.1600  0.081
H19 -6.7772 -0.3734 0.1952  0.087
H20 -5.9922 -0.2548 -1.3971  0.098
H21 -4.6123 -0.3296 0.4629  0.070
H22 -4.6574 3.4280 -0.7278  0.136
H23 -3.3350 5.0658 0.2602  0.075
H24 -1.6987 4.7641 0.3179  0.072
H25 -0.9907 2.6110 0.5081  0.066
C21 -1.2444 -2.3732 -0.0549  -0.222
C22 -0.1761 -2.9839 -0.1505  -0.280
C23 1.0747 -3.6704 -0.2310  -0.242
C24 1.6219 -3.8989 -1.5407  -0.205
C25 0.7782 -3.9004 -2.6849  -0.053
C26 1.2741 -4.0773 -3.9590  -0.139
C27 2.6423 -4.2351 -4.1885  -0.173
C28 3.4981 -4.1928 -3.0912  -0.151
C29 3.0121 -4.0323 -1.8068  -0.089
C30 1.7772 -3.9501 0.9930  -0.196
C31 1.4573 -3.2468 2.1847  -0.045
C32 2.1378 -3.4643 3.3649  -0.128
C33 3.1589 -4.4135 3.4442  -0.169
C34 3.4523 -5.1606 2.3066  -0.153
C35 2.7782 -4.9480 1.1178  -0.082
H26 -0.2834 -3.7594 -2.5231  0.092
H27 0.5866 -4.0902 -4.8001  0.081
H28 3.0287 -4.3477 -5.1960  0.063
H29 4.5713 -4.2671 -3.2494  0.078
H30 3.7102 -3.9670 -0.9825  0.087
H31 0.6701 -2.5032 2.1381  0.082
H32 1.8811 -2.8757 4.2402  0.081
H33 3.7116 -4.5605 4.3664  0.064
H34 4.2179 -5.9312 2.3583  0.077
H35 2.9993 -5.5776 0.2650  0.091

***

Computed, not measured: 2 unconnected molecules or ions with the total composition C6H12O, with ωB97M-V with the def2-TZVPD basis set.

As for the LUMO energy: 1.074 eV. As for the SMILES: C=CCCO.C=C. The calculation puts the relative energy (zero: lowest compared OMol25 entry of this formula, charge and spin) at 48.4 kcal/mol.

Each line ends with the Löwdin charge.
Positions of all 19 atoms, in Å:
C1 1.2158 1.1911 -0.8499  -0.008
C2 0.5702 0.1002 -1.2617  -0.191
C3 0.3578 -1.1743 -0.4845  -0.193
C4 1.2048 -1.3096 0.7759  -0.291
O1 2.5873 -1.4050 0.5027  -0.066
H1 1.3002 2.0670 -1.4874  0.058
H2 1.6720 1.2691 0.1359  0.064
H3 0.1275 0.1122 -2.2587  0.101
H4 -0.7068 -1.2428 -0.2186  0.104
H5 0.5716 -2.0281 -1.1401  0.118
H6 0.9928 -0.4769 1.4678  0.099
H7 0.9365 -2.2331 1.2976  0.120
H8 2.8234 -0.6515 -0.0540  0.068
C5 -2.0574 0.7355 1.5258  -0.070
C6 -2.4325 1.1724 0.3289  -0.071
H9 -2.7773 0.5001 2.3059  0.048
H10 -1.0065 0.5997 1.7748  0.033
H11 -1.6986 1.4070 -0.4386  0.030
H12 -3.4795 1.3156 0.0729  0.048

***

Computed, not measured: a molecular structure, C5H9N, with ωB97M-V with the def2-TZVPD basis set.

As for the LUMO energy (spin up / spin down): 0.251 / 0.333 eV. The calculation puts the relative energy (zero: lowest compared OMol25 entry of this formula, charge and spin) at 127.2 kcal/mol.

Each line ends with the Löwdin charge.
Positions of all 15 atoms, in Å:
C1 -1.8660 0.8454 0.1364  -0.153
C2 -1.3123 0.0049 -0.9577  -0.124
C3 -0.4769 -0.4920 0.2020  -0.382
C4 0.5106 -1.5827 0.3620  -0.084
C5 1.7066 1.2861 0.2213  0.076
N1 -1.1424 0.2956 1.0873  0.089
H1 -2.5030 1.7865 0.2569  0.123
H2 -2.0503 -0.7326 -1.4473  0.137
H3 -0.7966 0.4635 -1.7211  0.065
H4 1.1415 -1.6091 -0.5506  0.072
H5 0.0916 -2.7040 0.5234  0.123
H6 1.1163 -1.3792 1.2883  0.082
H7 1.8832 2.2724 -0.1898  -0.009
H8 1.7989 0.4945 -0.4984  -0.032
H9 1.8989 1.0508 1.2873  0.017

***

Number 1: total energy -3287.26946 hartree. Number 2: total energy -310.98219 hartree. Number 3: total energy -250.46422 hartree.